Entry 1:
The following is a quantum chemistry calculation of a molecular structure, C7H8I2N2 at a distorted geometry, from the Open Molecules 2025 dataset.

Last column: Mulliken charge in e.
Geometry (Å):
I (-3.311, 1.147, 2.185)  0.128
H (1.463, 2.721, -1.429)  0.434
C (0.034, -1.481, -0.717)  -0.047
C (1.501, -1.922, -0.988)  -1.374
H (2.078, -1.376, -1.806)  0.268
C (0.822, 2.127, -0.817)  -0.371
N (-0.707, 1.915, 0.823)  -0.484
H (-0.200, -2.152, 0.157)  0.157
C (-0.843, 0.600, 0.633)  0.478
H (1.970, -1.566, -0.118)  0.389
H (-0.573, -1.894, -1.596)  0.301
C (0.073, 0.006, -0.361)  0.364
H (0.110, 3.576, 0.514)  0.586
H (1.619, -2.932, -1.042)  0.436
C (-1.784, -0.165, 1.494)  -1.076
N (0.799, 0.833, -1.082)  -0.454
I (-0.851, -1.180, 3.177)  0.154
C (0.089, 2.662, 0.166)  -0.416
H (-2.289, -0.920, 0.806)  0.527

Atoms 1-2, force components in eV/Å:
I -0.297 -0.208 0.116
H 0.413 0.361 -0.408

Values from the calculation:
- Lowest unoccupied orbital energy: -0.43 eV



Entry 2:
The following is a quantum chemistry calculation of a single C7H8INO2 molecule at a distorted geometry, from the Open Molecules 2025 dataset.

Last column: Mulliken charge in e.
Geometry (Å):
H (-2.075, -0.991, -0.064)  0.396
C (1.499, 0.337, -0.569)  -0.742
C (1.872, -0.920, -0.865)  -0.239
C (-1.388, -0.153, -0.232)  -1.156
H (1.695, 1.183, -1.187)  0.425
N (-0.537, -2.908, 1.384)  0.997
H (2.353, -0.926, -1.763)  0.444
O (-1.727, -2.885, 1.533)  -0.579
H (1.496, 0.326, 1.627)  0.299
H (0.275, 1.560, 0.890)  0.335
O (0.219, -3.761, 1.801)  -0.575
I (2.081, -3.931, -0.475)  0.087
C (0.189, -1.835, 0.625)  0.045
H (-0.871, 0.075, -1.188)  0.306
H (-2.042, 0.763, 0.050)  0.269
C (1.286, -1.971, -0.139)  -0.235
H (-0.885, -0.561, 1.802)  0.471
C (-0.382, -0.438, 0.823)  0.133
C (0.782, 0.566, 0.783)  -0.681

Atoms 1-2, force components in eV/Å:
H -0.135 0.082 -1.501
C -0.396 -0.195 2.450

Values from the calculation:
- SMILES: C[C@@H]1CC=CC(I)=C1[N+](=O)[O-]
- Lowest unoccupied orbital energy: -0.73 eV



Entry 3:
The following is a quantum chemistry calculation of 2 unconnected molecules or ions with the total composition C7H8INO3S at a distorted geometry, from the Open Molecules 2025 dataset.

Last column: Mulliken charge in e.
Geometry (Å):
O (1.354, 3.100, -1.771)  -0.551
I (-3.809, 0.065, -1.032)  -0.006
C (-0.337, -1.273, 0.356)  0.812
C (0.375, 0.354, -1.251)  -0.716
H (-0.445, -1.518, -1.860)  0.177
H (4.104, 2.307, -0.881)  0.298
H (-0.246, -3.165, 0.929)  0.412
O (3.342, 1.974, -0.445)  -0.559
H (-0.026, -0.889, 2.436)  0.290
H (0.839, 1.474, 1.756)  0.542
C (0.655, 0.732, 1.093)  -0.891
S (1.719, 2.685, -0.432)  0.583
H (-1.799, -2.512, 1.461)  0.295
C (0.066, -0.497, 1.378)  -0.379
C (-1.037, -2.517, 0.588)  -1.581
H (-1.564, -3.025, -0.282)  0.337
C (0.835, 1.131, -0.213)  0.548
O (-2.018, 1.458, 0.706)  -0.143
H (0.562, 0.637, -2.240)  0.576
N (-2.402, 0.338, 0.638)  0.124
C (-0.168, -0.858, -0.931)  -0.167

Atoms 1-2, force components in eV/Å:
O 0.073 0.407 -0.623
I -0.316 -0.267 -0.371

Values from the calculation:
- Lowest unoccupied orbital energy: -1.13 eV



Entry 4:
The following is a quantum chemistry calculation of 2 unconnected molecules or ions with the total composition C7H8N2O2 at a distorted geometry, from the Open Molecules 2025 dataset.

Last column: Löwdin spin population.
Geometry (Å):
N (-3.366, 1.053, -0.325)  0.201
H (2.217, -0.442, -1.944)  0.000
H (2.352, -0.065, 1.676)  0.000
H (3.087, 0.389, -0.625)  0.000
C (1.156, -0.415, -0.079)  0.009
O (-1.301, 1.920, 0.220)  0.262
C (1.322, 0.047, 1.342)  0.009
O (0.290, -1.186, -0.414)  0.029
N (-2.830, -1.293, 0.446)  0.209
C (2.114, 0.195, -1.068)  0.002
H (-4.694, -2.037, -0.192)  0.013
C (-4.046, -1.188, -0.091)  0.336
H (0.661, -0.521, 1.991)  0.006
C (-4.271, 0.123, -0.488)  0.077
C (-2.072, -0.349, 0.553)  0.708
H (1.050, 1.101, 1.401)  0.000
H (1.690, 1.150, -1.380)  0.001
C (-2.105, 1.040, 0.156)  0.132
H (-5.189, 0.442, -0.951)  0.006

Atoms 1-2, force components in eV/Å:
N -3.269 3.326 -2.203
H -0.037 -0.001 -0.026

Values from the calculation:
- <S²>: 2.037
- Spin multiplicity: 3
- Lowest unoccupied orbital energy (spin up / spin down): 0.84 / -2.96 eV



Entry 5:
The following is a quantum chemistry calculation of a molecular structure, C7H8N3O4Sc, from the Open Molecules 2025 dataset.

Last column: Mulliken charge in e.
Geometry (Å):
H (0.392, -2.502, 3.778)  0.489
H (-3.920, -0.698, -0.026)  0.417
Sc (0.180, 0.842, -1.156)  1.498
O (3.614, 0.157, 0.817)  -0.432
N (-0.380, 2.466, -2.660)  -0.352
C (-2.063, -0.537, 0.263)  0.572
C (1.368, -0.538, 1.229)  0.646
C (0.336, -1.890, 2.888)  -0.353
N (0.191, -0.353, 0.650)  -0.194
C (1.489, -1.316, 2.371)  -0.633
H (0.161, 1.243, -4.253)  0.287
O (-3.225, -0.975, 0.600)  -0.343
O (-1.838, 0.165, -0.747)  -0.719
O (1.947, 0.826, -0.592)  -0.663
C (-0.907, -1.688, 2.268)  -0.465
C (-0.920, -0.904, 1.138)  0.462
H (-1.332, 2.353, -3.001)  0.298
H (2.459, -1.457, 2.829)  0.517
H (-0.100, 3.425, -2.855)  0.285
H (-1.813, -2.129, 2.659)  0.542
H (1.414, 1.856, -3.389)  0.308
C (2.479, 0.172, 0.500)  0.191
N (0.469, 1.480, -3.313)  -0.357

Atoms 1-2, force components in eV/Å:
H -0.007 0.000 0.000
H -0.070 -0.017 0.009

Values from the calculation:
- Charge: +2
- Lowest unoccupied orbital energy: -8.40 eV



Entry 6:
The following is a quantum chemistry calculation of a single C7H8N4O molecule at a distorted geometry, from the Open Molecules 2025 dataset.

Last column: Mulliken charge in e.
Geometry (Å):
N (-2.321, 0.782, -0.430)  -0.302
H (3.651, -2.038, -0.619)  0.265
H (3.897, -1.323, 0.981)  0.225
N (2.391, 0.967, -0.114)  -0.529
H (-1.199, -2.273, 0.009)  0.316
H (1.068, 2.686, -0.153)  0.249
C (3.671, -0.904, -0.057)  -0.943
O (-3.426, -1.198, -0.029)  -0.650
C (-1.418, 1.609, 0.241)  -0.466
C (-2.338, -0.586, -0.105)  0.210
C (0.080, -0.457, 0.236)  0.631
N (-1.128, -1.240, 0.150)  -0.111
C (1.209, 1.574, -0.074)  -0.352
C (0.000, 1.038, 0.243)  0.366
N (1.168, -1.116, 0.001)  -0.684
H (-1.712, 1.711, 1.240)  0.327
H (-3.298, 1.032, -0.331)  0.303
H (4.452, -0.276, -0.532)  0.326
C (2.313, -0.338, -0.050)  0.525
H (-1.315, 2.691, -0.212)  0.295

Atoms 1-2, force components in eV/Å:
N -1.178 -2.371 -0.745
H 0.023 3.192 1.093

Values from the calculation:
- SMILES: Cc1ncc2c(n1)NC(=O)NC2
- Lowest unoccupied orbital energy: 0.66 eV